The following is a DFT calculation (ωB97M-V/def2-TZVPD) of an isolated molecule of C8H14N2O5.

Structure (XYZ):
```
29
Properties=species:S:1:pos:R:3:forces:R:3
C -0.106 -2.664 -2.377 1.0 -4.5 0.5
C 0.145 -1.210 -2.696 0.3 0.1 3.1
N -0.370 -0.365 -1.536 0.9 -0.5 1.4
C 0.274 -0.527 -0.316 0.6 0.8 -1.7
O 1.193 -1.323 -0.116 -1.3 1.3 0.0
C -0.250 0.591 0.613 -0.6 0.3 0.6
N -1.722 0.105 0.946 2.0 1.2 -0.4
C 0.690 0.682 1.821 -0.5 -4.8 1.2
C 0.279 1.784 2.768 -1.6 1.1 0.2
C 1.202 1.879 3.938 3.3 3.6 2.1
O 1.958 2.852 4.276 -3.4 -4.1 -1.5
O 1.135 0.767 4.728 0.3 0.2 -0.9
C -0.844 -0.935 -3.737 -2.9 2.6 -6.1
O -0.878 -1.159 -4.969 1.3 -0.2 4.0
O -2.024 -0.170 -3.325 2.2 -1.4 -0.3
H 0.015 -3.452 -3.217 0.3 1.9 0.6
H -1.139 -2.928 -2.102 0.2 0.7 0.4
H 0.620 -3.091 -1.572 -1.5 1.2 -1.2
H 1.344 -1.127 -2.672 -2.9 0.5 -1.1
H -1.237 0.252 -1.457 1.9 -1.4 -1.4
H -0.273 1.615 0.095 0.0 -1.5 0.3
H -1.945 -0.363 0.073 -0.7 -0.2 0.5
H -2.379 0.897 1.042 0.7 -0.5 -0.1
H 0.437 -0.438 2.258 1.0 2.5 -0.6
H 1.868 0.659 1.599 -2.8 0.4 0.2
H 0.299 2.561 2.013 0.4 1.4 0.9
H -0.806 1.894 3.273 2.1 -1.1 -1.5
H 0.827 0.026 4.161 0.0 0.5 0.6
H -2.405 -0.012 -4.206 -0.1 -0.1 0.3
```
Forces are in eV/Å.

Summary:
**Multiplicity**: 1
**Maximum force**: 0.14125 Eh/bohr
**Relative energy (zero: lowest compared OMol25 entry of this formula, charge and spin)**: 4.328 eV

=====

The following is a DFT calculation (ωB97M-V/def2-TZVPD) of an isolated molecule of C8H14N2O5S.

Structure (XYZ):
```
30
Properties=species:S:1:pos:R:3:forces:R:3
N -2.725 -0.599 -0.490 0.7 0.9 4.5
C -1.717 0.648 -0.390 0.1 -4.2 -2.5
C -2.072 1.460 0.886 -0.9 -0.2 -2.6
C -1.133 2.644 1.136 1.6 1.5 -1.6
C -0.645 2.543 2.632 2.1 -0.8 -1.4
O -0.738 3.418 3.425 -0.3 -0.1 0.4
O 0.197 1.400 2.944 -1.9 -0.9 -2.1
C -0.382 -0.300 -0.432 2.4 4.3 4.7
O 0.550 -0.199 0.461 -3.1 0.6 -2.1
N -0.120 -1.006 -1.505 3.5 0.0 -1.0
C 1.225 -1.644 -1.556 0.5 -1.8 0.4
C 2.456 -0.767 -2.089 -3.1 1.9 2.9
S 3.886 -0.416 -0.959 -1.0 1.1 0.7
C 1.255 -2.544 -0.139 -0.1 -1.6 -0.7
O 0.207 -2.836 0.336 -0.9 0.2 -0.2
O 2.324 -3.277 0.359 -1.0 1.7 -1.2
H -3.570 -0.138 -0.077 0.2 -0.7 -1.0
H -2.447 -1.135 0.504 -0.7 1.2 -3.3
H -1.744 1.068 -1.499 -0.1 0.0 2.7
H -3.242 1.639 0.702 2.6 0.1 1.1
H -1.853 0.771 1.697 -0.8 -0.3 0.1
H -1.453 3.751 0.695 0.4 -2.9 1.9
H -0.158 2.457 0.495 -1.8 0.2 1.4
H 0.175 0.545 2.278 0.0 3.4 1.5
H -0.813 -1.586 -1.815 -2.4 -1.4 -1.3
H 1.233 -2.412 -2.415 -0.8 0.8 1.6
H 2.893 -1.416 -2.743 1.4 -1.2 -2.0
H 1.905 0.080 -2.617 1.4 -0.7 0.7
H 3.451 0.555 0.007 0.1 -1.4 -1.5
H 3.054 -2.705 0.169 1.7 0.4 -0.2
```
Forces are in eV/Å.

Summary:
**Multiplicity**: 1
**Maximum force**: 0.13327 Eh/bohr
**Relative energy (zero: lowest compared OMol25 entry of this formula, charge and spin)**: 5.324 eV

=====

The following is a DFT calculation (ωB97M-V/def2-TZVPD) of an isolated molecule of C8H14N2OS.

Structure (XYZ):
```
26
Properties=species:S:1:pos:R:3:forces:R:3
C 2.758 2.178 0.052 -1.1 -1.8 0.5
C 1.252 1.730 0.491 2.5 -0.4 4.0
C 0.677 0.560 -0.223 -0.3 -1.8 2.0
C 1.379 -0.875 -0.001 -0.9 4.8 3.9
N 1.783 -1.118 1.260 0.6 -4.8 3.9
S 1.303 -1.956 -1.057 -0.2 -4.3 -4.6
N -0.742 0.294 0.161 0.5 1.7 -1.1
C -1.181 -0.215 1.444 -1.6 -1.4 -0.3
C -2.775 -0.304 1.156 -1.8 0.7 5.7
C -2.969 -0.104 -0.277 -2.3 3.1 -0.6
C -1.754 0.497 -0.798 3.8 2.6 -2.0
O -1.536 1.187 -1.840 -1.1 -2.5 2.9
H 2.635 2.054 -1.030 0.8 0.4 0.0
H 3.667 1.540 0.404 -1.9 0.9 -0.4
H 2.911 3.222 0.331 0.0 -0.2 -0.2
H 1.129 1.536 1.660 0.7 0.2 -2.0
H 0.626 2.574 0.433 -0.9 1.1 -0.8
H 0.690 0.780 -1.239 -0.2 -0.1 -1.9
H 1.764 -0.554 2.077 -0.3 1.7 -0.2
H 1.756 -2.202 1.821 0.2 3.8 -3.4
H -0.740 -1.217 1.492 -0.4 -0.2 0.4
H -0.915 0.252 2.435 -0.2 0.4 -1.4
H -3.471 0.487 1.829 2.4 -1.6 -1.7
H -3.290 -1.269 1.553 1.4 1.3 -0.8
H -3.804 0.630 -0.568 0.9 -1.5 0.5
H -3.134 -1.069 -0.574 -0.5 -2.2 -2.2
```
Forces are in eV/Å.

Summary:
**Multiplicity**: 1
**Maximum force**: 0.12272 Eh/bohr
**Relative energy (zero: lowest compared OMol25 entry of this formula, charge and spin)**: 2.843 eV

=====

The following is a DFT calculation (ωB97M-V/def2-TZVPD) of a structure of composition C8H14N2PSYb.

Structure (XYZ):
```
27
Properties=species:S:1:pos:R:3:forces:R:3
C -0.704 0.719 -2.015 0.7 0.5 0.2
C -1.328 1.826 -2.671 0.8 0.1 0.9
C -0.358 2.862 -2.773 0.1 -1.1 0.2
C 0.877 2.381 -2.227 -0.7 -0.3 -0.2
C 0.683 1.055 -1.778 -1.0 0.4 0.0
Yb -0.411 -0.504 1.654 -0.6 -0.1 -2.7
P 0.031 -3.133 0.687 0.2 -1.9 -0.9
H -1.177 -0.216 -1.723 -0.1 -0.2 -0.3
H -2.378 1.869 -2.954 0.3 0.1 0.0
H -0.533 3.832 -3.228 0.1 -0.1 0.1
H 1.450 0.413 -1.341 -0.2 0.1 -0.1
H 1.824 2.912 -2.206 -0.2 0.0 0.0
H 1.144 -3.621 -0.065 -0.3 0.4 0.3
H -0.938 -3.621 -0.253 0.3 0.3 0.4
H -0.038 -4.297 1.516 0.0 0.5 -0.1
S 0.939 1.567 1.975 0.3 1.1 -0.3
C 0.859 0.582 3.344 -0.8 1.2 0.0
N 1.872 0.089 4.070 2.4 -1.3 1.4
C 1.453 -0.670 5.255 1.0 0.2 -0.1
C -0.067 -0.608 5.199 -0.6 0.4 -0.4
N -0.334 -0.029 3.846 -1.8 0.0 1.3
H 2.841 0.368 3.906 -0.9 -0.2 0.2
H 1.840 -0.206 6.173 -0.1 -0.2 -0.1
H 1.834 -1.703 5.199 -0.2 0.3 0.1
H -0.513 0.068 5.939 0.4 -0.2 0.0
H -0.534 -1.592 5.302 0.1 0.2 0.0
H -1.148 0.613 3.867 0.8 -0.1 0.3
```
Forces are in eV/Å.

Summary:
**⟨S²⟩**: 0.76
**Energy**: -2320.76582 hartree
**Multiplicity**: 2
**Maximum force**: 0.05918 Eh/bohr

=====

The following is a DFT calculation (ωB97M-V/def2-TZVPD) of a structure of composition C8H14N2PV.

Structure (XYZ):
```
26
Properties=species:S:1:pos:R:3:forces:R:3
C 1.200 -0.416 -0.762 0.1 -1.8 0.0
C 0.602 -0.084 -2.041 -0.6 -2.0 1.1
C -0.418 -1.039 -2.347 -0.2 0.1 0.3
C -0.611 -1.965 -1.312 1.4 1.5 1.2
C 0.259 -1.614 -0.176 1.4 1.0 -4.4
V -0.565 0.189 -0.189 -2.6 -0.7 -2.9
P -0.664 2.566 0.104 -0.5 2.0 0.8
H 2.211 -0.054 -0.472 -1.1 -0.5 0.2
H 0.917 0.639 -2.738 0.6 0.7 -0.5
H -0.992 -1.107 -3.268 0.2 0.4 0.1
H 0.149 -2.108 0.730 0.9 -0.9 1.4
H -1.217 -2.859 -1.405 -0.3 0.4 0.4
H -1.751 2.963 0.981 0.7 -0.2 -0.4
H -0.755 3.703 -0.721 -0.1 -0.3 -0.3
H 0.412 3.058 0.869 -0.1 -0.1 0.1
C 1.191 -0.906 4.764 1.0 -0.3 -1.0
N 0.129 -0.173 4.060 0.0 -0.1 -0.2
C -0.972 0.499 4.810 -0.2 -0.3 -0.4
C 0.163 -0.176 2.746 -1.2 2.6 -2.7
N 0.049 0.175 1.596 0.6 -1.3 6.3
H 1.058 -0.837 5.835 -0.1 -0.1 0.0
H 2.184 -0.479 4.480 -0.7 -0.2 0.4
H 1.182 -1.949 4.408 0.0 0.3 0.5
H -1.060 1.564 4.589 0.3 -0.1 -0.2
H -1.941 0.023 4.603 0.4 0.0 0.0
H -0.760 0.391 5.869 0.1 -0.1 0.0
```
Forces are in eV/Å.

Summary:
**⟨S²⟩**: 0.85
**Multiplicity**: 2
**Maximum force**: 0.12505 Eh/bohr
**Relative energy (zero: lowest compared OMol25 entry of this formula, charge and spin)**: 0.000 eV
**Charge**: +1

=====

The following is a DFT calculation (ωB97M-V/def2-TZVPD) of the ion C8H14N3 with charge +1.

Structure (XYZ):
```
25
Properties=species:S:1:pos:R:3:forces:R:3
C -1.740 1.653 1.595 1.5 -2.2 -0.5
C -2.657 0.871 2.285 -0.2 -1.2 0.2
C -0.973 0.672 0.959 2.5 1.7 -2.8
C -1.131 -1.748 0.452 -0.4 0.4 1.8
C 0.351 -1.697 0.120 -0.5 1.2 -1.0
C 0.867 0.712 -0.256 -2.3 3.2 4.9
C 0.926 1.916 -1.197 -3.3 -0.1 0.2
C 2.149 -0.801 -1.626 2.2 -0.1 -0.2
N -2.523 -0.438 2.032 -0.6 0.1 -0.4
N -1.528 -0.514 1.139 0.8 -0.6 0.3
N 0.826 -0.557 -0.845 -1.4 -2.9 -3.1
H -1.456 2.644 1.678 0.0 1.7 0.2
H -3.393 1.127 3.010 -0.3 0.4 0.2
H -1.764 -1.839 -0.396 -0.4 -0.3 -1.1
H -1.426 -2.596 1.150 0.9 0.9 -0.9
H 0.928 -1.476 0.943 1.1 0.3 2.3
H 0.715 -2.597 -0.258 0.4 -1.5 -1.0
H 1.524 0.805 0.702 -0.8 -0.6 -2.1
H 0.053 1.891 -1.971 1.4 0.0 1.4
H 1.802 2.074 -1.760 1.4 -0.2 -0.5
H 0.777 2.814 -0.574 0.0 -0.4 -0.3
H 2.916 -0.141 -1.072 -0.9 -1.6 -0.7
H 2.527 -1.888 -1.852 -1.2 1.8 1.4
H 2.156 -0.398 -2.664 -0.9 0.2 0.9
H 0.076 -0.490 -1.593 0.9 -0.2 0.9
```
Forces are in eV/Å.

Summary:
**Multiplicity**: 1
**Maximum force**: 0.12120 Eh/bohr
**Relative energy (zero: lowest compared OMol25 entry of this formula, charge and spin)**: 5.539 eV
**Charge**: +1